Entry 1:
The following is a quantum chemistry calculation of a 2-piece molecular cluster, C3H8N2 overall, from the Open Molecules 2025 dataset.

```
! wB97M-V def2-TZVPD RIJCOSX def2/J DEFGRID3
* xyz 0 1
C -0.54683 -0.77231 -1.47728
N -1.17666 0.15745 -0.96711
C -2.37466 -0.06005 -0.14785
H -0.00163 -0.71540 -2.41465
H -0.54888 -1.74595 -1.00919
H -3.13119 -0.52873 -0.76552
H -2.81105 0.92631 0.16416
H -2.05644 -0.70533 0.69735
C 2.87731 0.76680 1.33601
N 1.97375 0.07758 0.71755
H 3.61803 0.19690 1.95582
H 3.06639 1.78525 1.37907
H 1.11185 0.61746 0.53164
*
```

For the largest force on an atom, the calculation gives 3.924 eV/A. As for the SMILES: C=NC.C=N. As for the energy above the lowest of the compared OMol25 structures with the same formula, charge and spin: 3.7577 eV. The value obtained for the electronic energy is -228.51056 Ha. For the LUMO energy, the calculation gives 0.038 Ha. Its HOMO energy is -8.960 eV.

These are the Löwdin partial charges, in e, on atoms 1 to 2: atom 1 (C): -0.114, atom 2 (N): -0.113

---

Entry 2:
The following is a quantum chemistry calculation of one molecule with the formula C3H8N2, from the Open Molecules 2025 dataset.

```
! wB97M-V def2-TZVPD RIJCOSX def2/J DEFGRID3
* xyz 0 1
C -1.52622 -0.88682 -0.01867
C -0.16878 -0.26707 -0.07258
C -0.14773 1.25529 -0.07809
N 0.88256 -0.99597 -0.10330
N 2.11230 -0.36106 -0.12762
H -1.46047 -1.96983 -0.02815
H -2.09809 -0.53627 0.84449
H -2.11004 -0.54128 -0.86504
H 0.47985 1.61667 -0.89548
H 0.28044 1.64632 0.86752
H -1.17779 1.62478 -0.20354
H 2.79414 -1.03138 0.18175
H 2.13984 0.44662 0.49872
*
```

For the largest force on an atom, the calculation gives 0.999 eV/A. As for the SMILES: CC(C)=NN. As for the energy above the lowest of the compared OMol25 structures with the same formula, charge and spin: 1.8463 eV. The value obtained for the electronic energy is -228.58081 Ha. For the LUMO energy, the calculation gives 0.039 Ha. Its HOMO energy is -8.672 eV.

These are the Löwdin partial charges, in e, on atoms 1 to 2: atom 1 (C): -0.067, atom 2 (C): -0.427

---

Entry 3:
The following is a quantum chemistry calculation of C3H8N2 as an isolated structure, from the Open Molecules 2025 dataset.

```
! wB97M-V def2-TZVPD RIJCOSX def2/J DEFGRID3
* xyz 0 1
C 0.48317 0.09682 -0.58674
C -0.62191 1.07894 -0.91330
N -0.76255 -1.57947 0.18301
C 0.63118 -0.37366 0.72233
N 1.01074 -0.29316 1.88531
H 0.81593 -0.57608 -1.36811
H -0.55365 -2.34507 0.82278
H -1.66882 -1.19964 0.44989
H 1.76113 0.36826 2.08620
H 1.59464 0.86857 -0.31308
H -1.47672 0.51909 -1.29168
H -0.94049 1.63052 -0.02749
H -0.27264 1.80488 -1.64910
*
```

For the largest force on an atom, the calculation gives 8.117 eV/A. As for the energy above the lowest of the compared OMol25 structures with the same formula, charge and spin: 4.8519 eV. The value obtained for the electronic energy is -228.47035 Ha. For the LUMO energy, the calculation gives 0.033 Ha. Its HOMO energy is -8.698 eV.

These are the Löwdin partial charges, in e, on atoms 1 to 2: atom 1 (C): -0.306, atom 2 (C): -0.099

---

Entry 4:
The following is a quantum chemistry calculation of an isolated ion of composition C3H8N2 and charge +1, from the Open Molecules 2025 dataset.

```
! wB97M-V def2-TZVPD RIJCOSX def2/J DEFGRID3
* xyz 1 2
C 1.76193 -1.20346 0.98304
C 1.01604 0.09974 0.69329
N -0.11616 -0.08677 -0.18237
C -1.01388 0.85223 -0.49503
N -1.94868 0.48075 -1.31911
H 1.69760 -1.48603 2.02388
H 2.81215 -1.12199 0.72298
H 1.37927 -2.04540 0.39203
H 0.64550 0.55883 1.61555
H 1.69312 0.84660 0.27534
H -0.20141 -0.96778 -0.69174
H -0.87645 1.83827 -0.06285
H -2.66120 1.18555 -1.51169
*
```

For the largest force on an atom, the calculation gives 0.856 eV/A. As for the energy above the lowest of the compared OMol25 structures with the same formula, charge and spin: 1.3376 eV. The value obtained for the electronic energy is -228.28930 Ha. For the LUMO energy (alpha / beta), the calculation gives -0.149 / -0.303 Ha. Its HOMO energy (alpha / beta) is -16.359 / -16.582 eV.

These are the Löwdin partial charges, in e, on atoms 1 to 2: atom 1 (C): -0.041, atom 2 (C): -0.175